[1]
{"formula": "C6H24N12NiO6", "method": "ωB97M-V/def2-TZVPD", "total_charge": 2, "spin_multiplicity": 3, "orbital_gap_ha": [0.39142, 0.39144], "s_squared": 2.003, "e_homo_ev": [-15.05, -15.05], "molar_mass_g_mol": 419.029, "energy_ev": -77815.39513, "symbols": ["Ni", "O", "O", "O", "O", "O", "O", "N", "N", "N", "N", "N", "N", "N", "N", "N", "N", "N", "N", "C", "C", "C", "C", "C", "C", "H", "H", "H", "H", "H", "H", "H", "H", "H", "H", "H", "H", "H", "H", "H", "H", "H", "H", "H", "H", "H", "H", "H", "H"], "coordinates": [[-26.516, 6.877, -21.020], [-27.488, 8.728, -21.192], [-27.770, 6.412, -22.657], [-25.373, 7.557, -22.677], [-25.105, 7.681, -19.886], [-27.614, 6.341, -19.246], [-25.422, 5.117, -20.894], [-26.935, 5.649, -17.128], [-29.447, 9.546, -20.330], [-28.733, 6.939, -17.359], [-25.538, 7.275, -24.945], [-23.159, 7.165, -18.797], [-29.087, 5.422, -24.281], [-23.801, 3.539, -20.424], [-24.033, 8.708, -24.120], [-28.705, 7.656, -24.248], [-24.468, 8.774, -17.968], [-25.832, 3.462, -19.472], [-27.954, 10.931, -21.318], [-28.496, 6.460, -23.650], [-28.274, 9.658, -20.989], [-25.004, 4.119, -20.286], [-24.996, 7.817, -23.823], [-24.310, 7.894, -18.981], [-27.760, 6.274, -18.018], [-28.927, 6.484, -16.487], [-27.163, 5.650, -16.154], [-22.794, 6.735, -19.630], [-29.602, 5.624, -25.119], [-26.060, 6.422, -24.853], [-23.711, 2.805, -19.746], [-28.708, 11.596, -21.263], [-29.191, 7.784, -17.641], [-23.766, 8.736, -17.255], [-28.379, 8.499, -23.813], [-22.783, 7.034, -17.879], [-29.358, 7.706, -25.010], [-29.614, 8.656, -19.893], [-26.194, 5.086, -17.515], [-23.042, 3.955, -20.933], [-25.135, 7.551, -25.821], [-27.194, 11.121, -21.949], [-25.619, 2.629, -18.949], [-25.289, 9.353, -17.930], [-29.130, 4.508, -23.867], [-30.078, 10.316, -20.204], [-23.734, 8.859, -25.064], [-26.789, 3.763, -19.394], [-23.490, 9.107, -23.373]]}


[2]
{"formula": "C6H24N12NiO6", "method": "ωB97M-V/def2-TZVPD", "total_charge": 2, "spin_multiplicity": 3, "orbital_gap_ha": [0.39491, 0.39293], "s_squared": 2.003, "e_homo_ev": [-15.19, -15.13], "molar_mass_g_mol": 419.029, "energy_ev": -77812.87136, "symbols": ["Ni", "O", "O", "O", "O", "O", "O", "N", "N", "N", "N", "N", "N", "N", "N", "N", "N", "N", "N", "C", "C", "C", "C", "C", "C", "H", "H", "H", "H", "H", "H", "H", "H", "H", "H", "H", "H", "H", "H", "H", "H", "H", "H", "H", "H", "H", "H", "H", "H"], "coordinates": [[-0.034, -0.369, 0.178], [-0.187, 0.640, 1.989], [1.828, 0.297, -0.194], [-0.601, 1.181, -1.010], [0.840, -1.968, 1.037], [-0.203, -1.470, -1.601], [-1.968, -0.635, 0.547], [1.401, -2.548, 3.192], [-3.646, 0.823, 0.674], [2.838, -2.735, 1.550], [0.461, 1.972, -2.740], [0.064, 1.564, 3.895], [2.616, 2.352, -0.340], [4.034, 0.712, -0.433], [-1.580, 2.648, -2.443], [-1.213, -0.068, 3.843], [-3.753, -0.787, -0.689], [0.380, -1.192, -3.762], [-1.571, -2.092, -3.201], [1.659, -2.350, 1.925], [-3.019, -0.192, 0.172], [-0.497, 0.715, 3.196], [-0.592, 1.867, -2.013], [-0.402, -1.634, -2.804], [2.735, 1.069, -0.283], [-3.416, -1.666, -1.055], [-4.717, -0.499, -0.596], [3.189, -2.593, 0.613], [-1.650, -1.944, -4.197], [0.074, -1.077, -4.718], [-1.486, -0.964, 3.466], [3.406, -2.996, 2.343], [0.665, 2.311, 3.575], [-1.383, 3.424, -3.059], [3.486, 2.797, -0.592], [-0.228, 1.620, 4.860], [0.532, -2.418, 3.690], [1.730, 2.833, -0.271], [-4.406, 1.267, 0.177], [-1.381, 0.126, 4.820], [4.331, -0.253, -0.412], [1.271, 1.370, -2.695], [-2.181, -2.600, -2.577], [0.210, 2.182, -3.696], [1.219, -0.752, -3.412], [4.748, 1.398, -0.233], [-3.210, 1.192, 1.507], [-2.382, 2.696, -1.831], [1.985, -3.258, 3.610]]}


[3]
{"formula": "C6H24N2O4", "method": "ωB97M-V/def2-TZVPD", "total_charge": 1, "spin_multiplicity": 2, "orbital_gap_ha": [0.35000, 0.16965], "s_squared": 0.755, "e_homo_ev": [-12.85, -12.85], "molar_mass_g_mol": 188.268, "energy_ev": -17769.84542, "symbols": ["O", "O", "O", "O", "N", "N", "C", "C", "C", "C", "C", "C", "H", "H", "H", "H", "H", "H", "H", "H", "H", "H", "H", "H", "H", "H", "H", "H", "H", "H", "H", "H", "H", "H", "H", "H"], "coordinates": [[3.203, 0.184, 1.774], [1.279, -1.376, 2.704], [2.284, -0.448, -0.958], [3.264, -2.911, -0.226], [-0.563, -2.385, -0.406], [-1.430, 2.093, 0.006], [0.785, 3.340, 0.009], [-2.676, 0.076, -0.789], [-1.974, -0.839, -1.854], [-0.424, 2.795, 0.835], [-1.982, 0.724, 0.398], [-1.674, -2.191, -1.369], [2.736, -2.275, -0.749], [2.455, 0.843, 1.986], [1.433, -0.519, 2.273], [1.330, 4.034, 0.522], [-0.907, 1.973, -1.027], [-3.515, -0.472, -0.319], [-0.931, 3.750, 1.299], [1.469, -2.177, 2.178], [1.338, -0.483, -0.917], [3.568, -2.186, 0.261], [1.564, 2.612, -0.361], [3.479, 0.016, 2.750], [-0.703, -3.339, -0.160], [-1.114, -0.287, -2.249], [-2.458, 0.826, 1.381], [-0.817, -1.782, 0.434], [2.444, -0.082, -1.809], [0.111, 3.876, -0.764], [-1.584, -2.980, -2.225], [-0.268, 2.243, 1.688], [-3.256, 0.785, -1.379], [-1.203, -0.003, 0.813], [-2.638, -0.857, -2.771], [-2.624, -2.580, -0.979]]}


[4]
{"formula": "C6H24N3O2P2", "method": "ωB97M-V/def2-TZVPD", "total_charge": -1, "orbital_gap_ha": 0.19184, "e_homo_ev": -2.50, "molar_mass_g_mol": 232.225, "energy_ev": -33752.79180, "symbols": ["P", "P", "O", "O", "N", "N", "N", "C", "C", "C", "C", "C", "C", "H", "H", "H", "H", "H", "H", "H", "H", "H", "H", "H", "H", "H", "H", "H", "H", "H", "H", "H", "H", "H", "H", "H", "H"], "coordinates": [[-0.631, 0.112, -0.104], [3.517, -2.362, 0.740], [0.143, -1.127, -0.043], [5.273, -2.100, 0.848], [-0.103, 1.695, -0.299], [-1.662, -0.007, -1.481], [-1.659, 0.200, 1.217], [-2.611, 1.280, 1.389], [1.189, 1.893, 0.394], [-1.054, -0.181, 2.493], [-3.076, -0.318, -1.334], [-0.035, 2.277, -1.643], [-1.054, -0.832, -2.524], [3.693, -3.493, 1.659], [-3.648, 0.534, -0.977], [-1.841, -0.438, 3.207], [0.014, -0.635, -2.603], [3.388, -1.207, -0.207], [-1.515, -0.587, -3.486], [-3.482, -0.558, -2.320], [-0.416, -1.053, 2.358], [0.568, 1.693, -2.345], [3.743, -3.250, -0.416], [-2.143, 2.196, 1.775], [1.418, 2.959, 0.445], [5.450, -1.217, 0.505], [-1.033, 2.400, -2.055], [0.416, 3.267, -1.549], [-3.375, 0.963, 2.104], [2.102, -2.625, 0.660], [1.130, 1.515, 1.416], [2.013, 1.374, -0.104], [-3.114, 1.535, 0.465], [-0.453, 0.628, 2.926], [3.288, -1.456, 1.895], [-1.169, -1.904, -2.334], [-3.267, -1.172, -0.672]]}


[5]
{"formula": "C6H24O6", "method": "ωB97M-V/def2-TZVPD", "total_charge": 0, "orbital_gap_ha": 0.30104, "e_homo_ev": -8.16, "molar_mass_g_mol": 192.252, "energy_ev": -18887.15585, "symbols": ["O", "O", "O", "O", "O", "O", "C", "C", "C", "C", "C", "C", "H", "H", "H", "H", "H", "H", "H", "H", "H", "H", "H", "H", "H", "H", "H", "H", "H", "H", "H", "H", "H", "H", "H", "H"], "coordinates": [[-3.891, -1.097, -1.044], [2.102, -0.985, -1.811], [1.858, 0.822, 1.417], [1.299, -0.339, -0.088], [-1.767, 0.787, 2.594], [-1.223, 0.413, -3.323], [2.071, 2.154, 1.839], [-0.219, 0.017, -2.384], [-0.076, -0.590, 0.263], [-0.470, 1.327, 2.471], [-2.997, -0.543, -0.138], [2.233, -2.394, -1.971], [-0.131, -1.218, 1.152], [-3.444, -1.834, -1.467], [0.770, 0.367, -2.680], [-2.409, -1.298, 0.384], [-0.486, 2.328, 2.040], [-3.578, -0.003, 0.609], [-2.286, 1.369, 3.154], [2.759, -2.809, -1.111], [1.771, 0.232, 2.170], [1.488, 2.380, 2.732], [0.143, 0.731, 1.796], [-0.402, 0.389, -1.376], [1.698, 0.286, 0.522], [3.137, 2.276, 2.032], [2.807, -2.716, -2.840], [1.541, -0.859, -1.042], [0.054, 1.420, 3.422], [1.710, 2.811, 1.048], [-2.270, 0.126, -0.598], [-0.546, -1.170, -0.531], [-0.719, 0.288, 0.332], [-1.602, 1.274, -3.131], [1.253, -2.866, -2.044], [-0.174, -1.072, -2.398]]}


[6]
{"formula": "C6H24O6", "method": "ωB97M-V/def2-TZVPD", "total_charge": 0, "orbital_gap_ha": 0.36600, "e_homo_ev": -9.71, "molar_mass_g_mol": 192.252, "energy_ev": -18893.58913, "symbols": ["O", "O", "O", "O", "O", "O", "C", "C", "C", "C", "C", "C", "H", "H", "H", "H", "H", "H", "H", "H", "H", "H", "H", "H", "H", "H", "H", "H", "H", "H", "H", "H", "H", "H", "H", "H"], "coordinates": [[1.745, 3.554, -0.394], [0.934, -0.807, 2.100], [-3.805, -1.811, -3.660], [1.619, 1.940, 1.899], [-0.151, -0.749, -1.152], [0.410, -5.284, -2.025], [0.761, 2.764, 2.684], [-0.608, 0.429, -0.513], [2.985, 4.239, -0.423], [-0.067, -3.971, -1.722], [-3.384, -1.015, -2.555], [0.124, -1.078, 3.249], [-2.309, -1.118, -2.453], [1.790, 2.879, 0.299], [0.067, 1.278, -0.674], [2.793, 5.263, -0.743], [1.194, 3.757, 2.720], [-0.243, 2.838, 2.245], [1.304, 1.026, 1.956], [0.008, -2.150, 3.411], [-4.755, -1.934, -3.583], [0.635, 2.365, 3.696], [-3.865, -1.354, -1.630], [3.456, 4.261, 0.562], [-3.650, 0.038, -2.694], [-1.075, -4.014, -1.310], [-1.575, 0.726, -0.921], [-0.094, -3.326, -2.604], [1.690, -1.401, 2.093], [-0.846, -0.626, 3.069], [0.447, -1.165, -0.525], [3.680, 3.788, -1.139], [-0.719, 0.273, 0.562], [0.630, -3.520, -1.018], [0.566, -0.653, 4.154], [0.307, -5.443, -2.965]]}